(1)
The following is a quantum chemistry calculation of C3H10N2O3 as an isolated structure, from OMol25.

Results
Maximum force (Eh/bohr): 0.060
E_HOMO (alpha / beta) (eV): -14.68 / -14.68
HOMO-LUMO gap (alpha / beta) (eV): 8.130 / 6.635
Multiplicity: 2
Expectation value of S²: 0.77
Total charge: +1
ΔE to the lowest compared entry with this formula, charge and spin (kcal/mol): 105.2

Each line ends with the Löwdin charge.
CARTESIAN COORDINATES (ANGSTROEM)
C: 1.38423 -0.69660 -1.25284  0.058
C: 0.07804 -0.26540 -0.96641  -0.006
N: -0.09915 0.92202 -0.19565  0.177
C: 1.01412 1.25283 -0.80463  -0.045
N: 2.15948 0.35013 -0.76873  0.111
H: 1.85143 -1.68384 -1.18769  0.172
H: -0.81586 -0.48203 -1.53070  0.144
H: 1.09977 1.96655 -1.62372  0.186
H: 2.40294 0.15693 0.22225  0.137
H: -2.52391 -1.15159 0.20174  0.000
H: -1.72152 -2.47328 0.16049  0.042
O: -2.34286 -1.94237 -0.35037  -0.065
H: -1.95439 0.97904 0.60524  0.002
H: -3.43734 1.05988 1.09883  0.071
O: -2.65410 0.50460 1.07451  -0.047
H: 1.08743 -0.32570 2.61294  0.078
H: 1.02365 0.69622 1.49447  -0.003
O: 1.64382 0.25365 2.08006  -0.016



(2)
The following is a quantum chemistry calculation of C5H7FN2OS as an isolated structure, from OMol25.

Results
Maximum force (Eh/bohr): 0.120
E_HOMO (eV): -7.15
HOMO-LUMO gap (eV): 7.698
Multiplicity: 1
ΔE to the lowest compared entry with this formula, charge and spin (kcal/mol): 58.1

Each line ends with the Löwdin charge.
CARTESIAN COORDINATES (ANGSTROEM)
C: -2.14309 -0.71992 -0.29774  -0.518
C: -0.89088 -0.08673 -0.75962  -0.211
C: 1.91309 -0.25469 -0.06167  -0.155
C: 0.98356 0.44443 0.60438  -0.405
C: 0.80740 1.89455 0.44952  -0.256
H: -3.54992 1.10493 -0.87992  -0.121
H: -2.57841 -1.21341 -1.13046  0.057
H: -1.98793 -1.40133 0.54325  0.071
H: 2.98353 -1.98524 -0.07673  0.089
H: 1.48112 -2.07262 0.72772  0.106
H: 2.56414 0.30618 -0.72001  0.146
H: -0.06566 2.25237 1.01505  0.134
N: 0.13205 0.35781 -1.05918  0.150
N: 2.06866 -1.60553 0.03560  0.108
O: 1.53461 2.58029 -0.21573  0.063
F: 0.09722 -0.10777 1.50145  0.035
S: -3.34950 0.50669 0.32410  0.708



(3)
The following is a quantum chemistry calculation of a 3-piece molecular cluster, C4H14NO3 overall, from OMol25.

Results
Maximum force (Eh/bohr): 0.043
E_HOMO (eV): -3.39
HOMO-LUMO gap (eV): 7.150
Multiplicity: 1
Total charge: -1
ΔE to the lowest compared entry with this formula, charge and spin (kcal/mol): 27.3

Each line ends with the Löwdin charge.
CARTESIAN COORDINATES (ANGSTROEM)
C: -1.87380 0.86902 -0.59049  -0.081
C: -0.36751 1.04929 -0.65934  -0.493
C: 0.14300 2.15831 0.25262  -0.088
N: 0.37873 -0.18197 -0.53988  -0.048
C: -0.06504 -1.24864 0.44608  -0.458
O: 0.37915 -1.05092 1.69336  -0.302
H: -2.18366 0.42827 0.35653  0.073
H: -2.43153 1.80695 -0.68026  0.064
H: -2.19670 0.36606 -1.51422  0.079
H: -0.11484 1.42277 -1.70349  0.131
H: 0.01057 1.84130 1.30357  0.079
H: 1.19512 2.36692 0.08872  0.064
H: -0.52710 3.03131 0.27605  0.064
H: 1.35951 0.01102 -0.38510  0.107
H: -1.16134 -1.32216 0.52662  0.083
H: 0.29105 -2.29011 0.13364  0.099
H: -0.00334 -1.31405 -1.99577  -0.011
H: -0.34182 -2.87309 -1.79525  -0.002
O: -0.20702 -2.17187 -2.43036  -0.121
H: 1.76929 -0.99701 2.31035  -0.014
H: 3.22767 -0.59018 2.26020  -0.026
O: 2.71959 -1.31121 2.64641  -0.198



Question: Among the records above, which one has the lowest maximum force?
Answer: C4H14NO3



Question: What is the formula in the first record?
Answer: C3H10N2O3